(1)
C67H161F9N11O31S3 | ωB97M-V with the def2-TZVPD basis set

Values from the calculation:
orbital gap	8.8800	eV
lowest unoccupied orbital energy	-6.634	eV

Structure (ORCA input):
```
! RIJCOSX wB97M-V def2-TZVPD def2/J DEFGRID3
* xyz 5 1
C -7.3213 2.9972 3.8374
O -7.6540 1.6745 3.7052
C -7.9296 1.4404 2.3646
C -8.2532 -0.0489 2.3018
N -9.3854 -0.4509 3.1515
H -8.9851 -0.6297 4.0451
H -10.0589 0.2864 3.2576
C -10.0706 -1.6402 2.6462
C -10.9110 -2.2705 3.8075
O -10.0203 -2.5427 4.8630
C -10.8095 -2.9426 6.0514
H -6.4820 3.4038 3.2589
H -7.0933 3.1439 4.9000
H -8.1394 3.6964 3.5307
H -7.0341 1.6238 1.8185
H -8.7532 1.9781 1.8518
H -7.3445 -0.6213 2.6738
H -8.4636 -0.3391 1.2348
H -9.3536 -2.4143 2.4356
H -10.5878 -1.3769 1.7205
H -11.4331 -3.1782 3.4595
H -11.6675 -1.5820 4.1309
H -11.2923 -3.8980 5.8628
H -11.5639 -2.1910 6.2668
H -10.0208 -2.9602 6.8305
C 2.1041 -9.0275 -0.4789
O 0.7540 -9.5059 -0.3714
C 0.5980 -10.8539 -0.7235
C -0.9151 -10.9458 -0.9402
N -1.5978 -10.2893 0.2185
H -1.4807 -10.8366 1.0652
H -1.2306 -9.3858 0.4734
C -3.1012 -10.1073 0.0608
C -3.6681 -9.6356 1.3818
O -2.9173 -8.4057 1.5887
C -3.0038 -7.8946 2.9511
H 2.6355 -9.5608 0.3276
H 2.0350 -7.9714 -0.3622
H 2.5129 -9.2027 -1.5184
H 0.9865 -11.5857 0.0359
H 1.0916 -11.0104 -1.7475
H -1.2503 -11.9888 -0.9159
H -1.1488 -10.3750 -1.8259
H -3.6072 -11.0303 -0.2426
H -3.1743 -9.3632 -0.6972
H -3.5510 -10.3872 2.1862
H -4.7216 -9.4638 1.1804
H -3.6019 -6.9587 3.0429
H -2.0183 -7.6551 3.3245
H -3.3966 -8.6761 3.6871
C 1.0131 5.0240 -8.1164
O 0.9844 5.1286 -6.6671
C 0.5909 6.4140 -6.0663
C 0.5434 6.0729 -4.5760
N -0.4799 5.0071 -4.4289
H -0.9357 4.9210 -5.2942
H 0.4383 3.5040 -4.4880
C -1.5566 5.2857 -3.3530
C -2.8120 4.5248 -3.7510
O -3.5976 5.1810 -4.8120
C -3.7497 4.3779 -5.9390
H -0.0229 5.3192 -8.4974
H 1.2533 3.9864 -8.2518
H 1.8151 5.6242 -8.5762
H -0.4088 6.6955 -6.3792
H 1.4219 7.0666 -6.4047
H 0.3826 6.9421 -3.8777
H 1.4883 5.6478 -4.1902
H -1.6003 6.3362 -3.2912
H -1.0363 4.9304 -2.4910
H -3.4546 4.3447 -2.8686
H -2.6450 3.4451 -4.0638
H -4.2871 3.4433 -5.6466
H -2.7877 4.2336 -6.5252
H -4.5281 4.9410 -6.5229
C 0.4493 9.5897 -2.3748
O 0.1720 8.4456 -1.5791
C 1.2973 7.7039 -1.1815
C 2.0029 8.3818 -0.0259
N 0.9974 8.4315 1.0803
H 0.1709 8.8712 0.6534
H 0.6494 7.4833 1.3930
C 1.1661 9.2841 2.3025
C 2.4628 8.9640 3.0152
O 3.5108 9.3891 2.1565
C 4.8466 9.3186 2.7482
H -0.4947 9.9361 -2.8783
H 1.0093 9.4207 -3.2301
H 0.8533 10.4314 -1.8118
H 1.9571 7.4784 -2.0093
H 0.9924 6.7283 -0.8381
H 2.4117 9.3780 -0.3024
H 2.8197 7.7909 0.2979
H 0.3553 9.0695 2.9599
H 1.0898 10.3339 2.0412
H 2.5668 7.8786 3.2778
H 2.5277 9.5295 4.0204
H 5.6438 9.6451 2.1101
H 5.0594 8.2465 2.9501
H 4.9199 9.8696 3.6917
C -1.5720 -4.0059 -3.7720
O -0.5924 -2.9424 -3.8604
C -0.8229 -1.8792 -2.9235
C -0.3672 -0.6473 -3.5655
N -1.1942 -0.4180 -4.7952
H -1.0400 -1.1840 -5.4091
H -2.1267 -0.4163 -4.3359
C -1.0474 0.8652 -5.5219
C 0.0074 0.7536 -6.5496
O -0.0839 -0.4609 -7.3382
C 0.4890 -0.4067 -8.6449
H -1.0037 -4.9273 -3.9167
H -2.3747 -3.8469 -4.5453
H -1.9590 -4.1270 -2.7367
H -0.0966 -2.0035 -2.0886
H -1.8807 -1.8192 -2.6323
H 0.6674 -0.6906 -3.9115
H -0.4814 0.2035 -2.8743
H -0.8292 1.6774 -4.8575
H -1.9838 1.0736 -6.0082
H 1.0057 0.8427 -6.1953
H -0.1071 1.5981 -7.2141
H 0.4885 -1.3796 -9.0542
H 1.5181 0.0223 -8.3916
H -0.0246 0.2761 -9.2957
C 7.2313 0.3002 -4.3858
O 6.3401 0.2816 -3.2759
C 6.7396 -0.6151 -2.2325
C 5.5007 -1.2589 -1.5867
N 4.9034 -2.0320 -2.6716
H 5.0608 -1.5444 -3.5615
H 5.3903 -2.9467 -2.7539
C 3.4218 -2.4127 -2.5441
C 2.8824 -2.6760 -3.9510
O 3.2094 -1.5470 -4.7845
C 3.0660 -1.9207 -6.1186
H 6.6667 0.2370 -5.2563
H 7.8822 -0.5812 -4.2849
H 7.7680 1.1852 -4.3680
H 7.2662 -0.0159 -1.4847
H 7.4482 -1.3551 -2.6825
H 4.7665 -0.4812 -1.3846
H 5.6997 -1.8406 -0.6670
H 2.9568 -1.5115 -2.1718
H 3.1894 -3.2255 -1.8980
H 1.8314 -2.9835 -4.0595
H 3.4003 -3.4844 -4.4512
H 2.0036 -2.0644 -6.4326
H 3.6075 -2.8435 -6.2365
H 3.4584 -1.0736 -6.6746
C 5.4404 2.5905 4.9845
O 4.1523 2.6010 4.4116
C 3.4666 1.4125 4.2594
C 2.3062 1.7018 3.2954
N 2.8952 2.3296 2.0647
H 2.1253 2.8445 1.5921
H 3.5084 3.1772 2.3833
C 3.6938 1.4656 1.1522
C 4.3432 2.3416 0.0502
O 5.1579 3.2311 0.6687
C 5.9187 4.1249 -0.1382
H 6.1432 3.3815 4.5885
H 5.9907 1.7016 4.8359
H 5.3899 2.7894 6.0710
H 3.1177 1.0381 5.1959
H 4.1173 0.5803 3.8883
H 1.6596 2.5189 3.6748
H 1.7230 0.8275 3.0785
H 3.0821 0.6677 0.6648
H 4.5059 1.0586 1.7679
H 3.5261 2.8490 -0.4956
H 4.8414 1.6754 -0.6897
H 5.3873 4.5327 -0.9865
H 6.7704 3.6236 -0.6338
H 6.2388 4.9479 0.4490
C 1.2030 -4.9963 -1.9320
O 1.9160 -4.9685 -0.7369
C 0.9973 -4.8566 0.3904
C 1.8859 -4.5265 1.6159
N 2.8881 -3.4698 1.2494
H 3.5462 -3.9028 0.5579
H 2.4258 -2.5895 0.8011
C 3.6907 -3.1576 2.5038
C 4.2610 -1.7569 2.5084
O 5.2490 -1.7124 1.4941
C 6.5187 -2.1711 1.7204
H 0.3397 -5.6663 -1.9288
H 1.9366 -5.3127 -2.6663
H 0.7357 -4.0212 -2.1025
H 0.3552 -5.7163 0.6181
H 0.2573 -4.0261 0.2107
H 2.4491 -5.3797 1.8882
H 1.3501 -4.1925 2.4671
H 4.4747 -3.8956 2.5262
H 3.0627 -3.3858 3.3469
H 4.6306 -1.3209 3.4535
H 3.4291 -1.1234 2.2865
H 7.1645 -1.6039 2.4358
H 7.0229 -2.2072 0.7840
H 6.5458 -3.2125 2.0198
C 1.4372 -2.7017 9.9643
O 2.3404 -3.4741 10.7675
C 3.0338 -2.7067 11.7340
C 3.8960 -3.6621 12.4989
N 3.1600 -5.0216 12.7026
H 2.4580 -4.7830 13.4358
H 2.7119 -5.1695 11.8025
C 4.0287 -6.1474 13.0874
C 3.2408 -7.4718 13.0238
O 4.1991 -8.5188 13.1527
C 4.0035 -9.5310 12.1490
H 1.9754 -2.0071 9.3105
H 0.7634 -2.2058 10.6114
H 0.8599 -3.3800 9.4089
H 2.3276 -2.0774 12.2417
H 3.7575 -2.0757 11.2099
H 4.2144 -3.1976 13.4605
H 4.7624 -3.8862 11.9038
H 4.3929 -6.0727 14.1659
H 4.9382 -6.1663 12.4800
H 2.7324 -7.5272 12.0809
H 2.3981 -7.5486 13.8002
H 4.0445 -9.0733 11.1271
H 3.0350 -9.9706 12.3224
H 4.8682 -10.1299 12.3181
C -8.1168 7.3349 -3.5894
C -9.2833 7.1374 -4.5481
N -9.0672 6.1314 -5.6432
C -9.9990 6.0138 -6.6457
C -9.5365 5.1505 -7.5503
N -8.2193 4.7780 -7.1592
C -7.9824 5.4202 -6.0119
C -7.4650 3.7704 -7.7776
H -7.9130 6.5737 -2.8305
H -8.2800 8.2309 -3.0252
H -7.3309 7.6620 -4.2520
H -9.4075 8.0756 -5.0765
H -10.2049 6.8993 -3.9659
H -10.9807 6.5158 -6.6437
H -9.9071 4.8257 -8.5260
H -7.0199 5.4006 -5.5189
H -7.9184 2.7653 -7.5559
H -6.4227 3.7625 -7.5029
H -7.5357 3.9726 -8.7989
C -0.0120 0.1749 0.5663
C 1.0703 -0.9277 0.8857
O 1.1898 -1.3089 2.0914
O 1.8738 -1.4132 -0.0346
H 0.1312 1.0945 1.1235
H -0.9853 -0.1915 0.9714
H -0.0417 0.5048 -0.4789
C 2.5171 1.5458 -3.0739
C 1.3440 2.4220 -3.2944
O 1.0753 2.7816 -4.5642
O 0.7363 2.8622 -2.3335
H 2.7215 0.7007 -3.7480
H 2.3791 1.1406 -2.0792
H 3.3945 2.2566 -3.0840
C -3.8729 1.3749 -1.3731
F -4.6000 0.7800 -0.4088
F -4.3053 2.6673 -1.3862
F -2.6029 1.3239 -1.0315
S -4.2015 0.4641 -2.9486
O -3.4397 1.1524 -4.0095
O -3.6251 -0.7994 -2.4921
O -5.6354 0.6403 -3.0977
C -1.6025 4.6471 0.6492
F -2.5943 5.0896 1.4235
F -1.8844 3.4470 0.1974
F -1.5048 5.4973 -0.3892
S -0.0535 4.6111 1.6481
O 0.9333 3.9982 0.7881
O 0.2008 6.0700 1.8921
O -0.4573 3.7696 2.7784
C 7.2618 -5.4622 -0.9483
F 7.3937 -6.1078 0.2092
F 8.1049 -4.3417 -0.7947
F 7.7587 -6.1641 -1.9463
S 5.4938 -5.0371 -1.4846
O 4.7217 -6.2434 -1.3796
O 5.0716 -4.0154 -0.5432
O 5.7684 -4.5426 -2.8203
*
```


(2)
C3H7O2P | ωB97M-V with the def2-TZVPD basis set

Values from the calculation:
orbital gap (spin up / spin down)	8.9012 / 7.4509	eV
lowest unoccupied orbital energy (spin up / spin down)	-0.947 / -0.965	eV
energy above the lowest of the compared OMol25 structures with the same formula, charge and spin	159.3	kcal per mole

Structure (ORCA input):
```
! RIJCOSX wB97M-V def2-TZVPD def2/J DEFGRID3
* xyz 0 1
C -0.7342 0.4770 0.8547
C -0.1118 -0.6225 -0.1579
C 1.4035 -0.6762 0.0134
O -2.0978 0.5398 1.0153
O -2.5795 1.3534 0.0828
P -0.5916 -0.2227 -1.8976
H -0.1020 0.3460 1.6578
H -0.3195 1.5211 0.5076
H -0.6286 -1.5141 0.0126
H 1.7814 0.2698 -0.1851
H 1.8101 -1.2303 -0.7217
H 1.7970 -1.0396 0.8933
H 0.3730 0.7984 -2.0750
*
```